No. 1
14
Properties=species:S:1:pos:R:3:forces:R:3:nbo_charge:R:1 method="wB97M-V/def2-TZVPD" e_homo_ev=-13.630 e_above_lowest_kj_mol=208.6 total_charge=+1 energy_ha=-697.266552
C -2.0539 1.1757 0.2547 2.4 3.4 0.2 0.202
C -1.2498 -0.8850 -0.1861 -4.2 2.2 -0.5 -0.051
N -3.1460 0.6820 -0.0241 -3.2 1.0 0.2 -0.566
N -0.9212 0.3847 0.0299 1.2 -2.8 0.6 -0.146
N 2.5605 -0.7012 -0.1362 -1.3 0.2 -2.7 -1.014
N 0.4429 0.7549 0.0884 -1.9 -1.6 -1.1 -0.663
S -3.2357 -0.8087 -0.4214 4.2 -2.7 -0.1 0.739
H -2.0072 2.2285 0.5817 0.6 -0.7 -0.3 0.239
H -0.5798 -1.6908 -0.0993 0.6 -0.8 -0.3 0.235
H 3.3248 -0.2883 0.3542 0.6 0.1 0.3 0.418
H 2.4381 -1.6792 0.0161 0.6 -0.8 0.3 0.400
H 0.5057 1.5201 0.7049 0.4 0.9 0.9 0.375
H 2.6358 -0.5523 -1.1843 0.4 -0.2 1.8 0.413
H 1.2859 -0.1404 0.0216 -0.3 1.8 0.6 0.419

=====

No. 2
14
Properties=species:S:1:pos:R:3:forces:R:3:nbo_charge:R:1 method="wB97M-V/def2-TZVPD" e_homo_ev="-12.241 / -12.241" e_above_lowest_kj_mol=458.0 total_charge=+1 energy_ha=-697.171576
C 0.0726 -0.3694 0.6490 0.2 3.3 0.1 -0.001
C -0.7693 0.7975 1.0021 -0.1 -1.1 -0.2 -0.347
N 1.2012 1.2224 -0.3530 1.9 -1.5 -1.0 -0.589
N 1.1824 -0.1481 -0.0288 -2.5 3.3 0.7 0.079
N 2.2773 -0.9503 -0.0286 0.5 -1.2 0.2 -0.573
N -2.4575 0.0647 -0.2530 -0.4 -1.4 2.2 -0.997
S -0.0741 2.1063 0.3009 0.3 -0.6 0.5 0.750
H -0.0398 -1.2317 1.1730 -0.3 -2.8 0.9 0.227
H 1.9076 1.6131 -0.9526 0.3 -0.4 -0.3 0.436
H 2.8217 -0.9298 -0.8778 -0.1 0.2 -0.4 0.406
H 2.0022 -1.9309 0.1942 0.2 1.1 -0.2 0.412
H -2.1753 -0.8852 -0.5543 -0.8 1.2 -0.6 0.385
H -2.9016 0.7134 -0.8859 -0.1 -0.5 -0.5 0.405
H -3.0475 -0.0720 0.6147 0.8 0.4 -1.6 0.408

=====

No. 3
14
Properties=species:S:1:pos:R:3:forces:R:3:nbo_charge:R:1 method="wB97M-V/def2-TZVPD" e_homo_ev=-8.576 e_above_lowest_kj_mol=591.3 energy_ha=-353.966189
C -1.0277 -0.3473 1.2014 -2.7 -1.9 2.0 -0.188
C -0.5869 -1.1768 -0.9765 -0.1 1.5 -1.1 -0.444
N 0.1941 0.2174 2.0360 0.2 0.3 -0.6 -0.136
N 0.8939 0.8925 1.3182 1.2 -0.4 2.0 0.084
N -1.0469 -0.1126 -0.1244 0.1 1.4 -0.5 -0.406
N 0.6611 1.3135 0.1689 -1.9 0.1 -2.2 -0.024
N 1.6078 1.5597 -0.7566 0.2 -2.3 4.2 -0.584
H -1.0073 -1.4856 1.5097 -0.1 2.0 -0.4 0.168
H -1.9632 0.1851 1.7157 2.1 -1.0 -0.7 0.224
H 0.4210 -0.8599 -1.1587 1.1 -0.5 -0.7 0.187
H -0.5771 -2.1263 -0.4856 -0.1 -0.9 0.1 0.185
H -1.0873 -1.1654 -1.9938 0.3 -0.2 1.4 0.204
H 2.1467 0.8501 -1.1402 1.0 -1.7 -0.5 0.360
H 1.3717 2.2556 -1.3141 -1.4 3.7 -3.0 0.369

=====

No. 4
14
Properties=species:S:1:pos:R:3:forces:R:3:nbo_charge:R:1 method="wB97M-V/def2-TZVPD" e_homo_ev=-8.170 e_above_lowest_kj_mol=479.9 energy_ha=-354.008612
C 1.6080 0.4235 -1.5371 1.0 -1.4 -1.1 -0.030
C 0.5896 -1.4130 -0.4980 1.6 0.1 0.0 -0.452
N -3.6400 1.1217 0.2899 -3.0 -0.6 -1.1 -0.123
N -2.7035 1.0003 0.8800 -0.8 -0.7 -0.6 0.235
N 0.9441 -0.0242 -0.5891 -0.7 0.5 0.9 -0.421
N -1.6365 1.2887 1.2802 2.8 4.2 1.0 -0.201
N -0.7058 0.5302 1.8320 3.4 -3.5 1.3 -0.682
H 1.9427 -0.2319 -2.3813 -0.3 0.4 0.3 0.132
H 2.0309 1.3937 -1.4741 0.0 1.1 -0.2 0.176
H 0.8027 -1.9418 -1.4254 -0.1 -0.3 -0.2 0.181
H 1.3288 -1.7550 0.2770 -1.2 -0.4 -0.4 0.219
H -0.4481 -1.4965 -0.2206 -0.2 -0.4 0.3 0.213
H -0.1027 0.1117 1.0842 -0.7 0.8 0.9 0.380
H -0.0102 0.9928 2.4820 -1.9 0.0 -1.2 0.372

=====

No. 5
15
Properties=species:S:1:pos:R:3:forces:R:3:nbo_charge:R:1 method="wB97M-V/def2-TZVPD" e_homo_ev=-8.255 e_above_lowest_kj_mol=956.8 energy_ha=-429.059040
N -1.8567 -1.2814 0.5513 4.2 1.5 1.9 -0.737
N -2.1658 -0.2016 -0.4774 -1.7 -0.1 2.4 -0.186
C -1.2579 0.6887 -0.7511 -1.2 -6.6 4.8 0.156
N -0.0710 0.2918 -0.0983 -0.8 9.5 5.6 -0.318
N 0.9065 1.2450 0.4241 1.2 0.6 -6.1 -0.666
C 0.5204 -0.5745 -0.7220 9.5 -8.8 -7.3 0.136
N 1.7890 -0.9963 -0.9209 -2.2 1.5 4.3 -0.148
O 2.6480 -0.7012 0.2240 -1.6 2.1 2.4 -0.623
H -0.7409 -0.9311 1.0493 -4.7 -1.5 -1.7 0.344
H -2.4420 -1.6148 1.4864 0.5 2.2 -3.9 0.422
H -1.4146 1.5925 -1.1388 -0.6 3.2 -2.2 0.203
H 0.6891 1.7548 1.1943 -1.8 1.7 2.5 0.373
H 1.2389 1.9344 -0.4479 -1.0 -2.4 3.1 0.374
H 0.0607 -1.1595 -1.4444 -2.0 -0.4 -1.3 0.224
H 2.0963 -0.0469 1.0713 2.1 -2.6 -4.4 0.447

=====

No. 6
15
Properties=species:S:1:pos:R:3:forces:R:3:nbo_charge:R:1 method="wB97M-V/def2-TZVPD" e_homo_ev="-8.158 / -8.156" e_above_lowest_kj_mol=543.9 energy_ha=-429.216328
C 2.0336 1.2193 -0.1394 -0.1 0.2 -0.1 -0.459
N -1.0335 0.5354 1.4756 0.1 -0.4 -1.0 -0.419
C -0.8486 -0.3816 0.0365 -0.7 -0.6 0.9 0.546
N -1.8133 -0.0848 -0.8922 0.3 0.0 0.1 -0.838
O -0.6701 -2.4310 -0.8066 0.2 0.4 0.1 -0.601
N -0.1776 -1.4792 0.1469 -0.2 0.1 0.1 -0.304
N -0.0628 0.9301 0.6284 1.4 0.9 -0.1 0.029
N 1.1123 1.1914 0.9857 -0.8 -0.5 0.1 -0.227
H -0.0918 -3.1842 -0.6474 0.0 0.1 0.0 0.483
H -0.6190 0.2503 2.3773 0.1 -0.1 -0.2 0.349
H -2.3979 0.7010 -0.6499 -0.1 -0.2 0.0 0.403
H -2.2707 -0.9080 -1.2597 0.0 0.1 0.1 0.414
H 2.3247 0.1885 -0.3779 0.0 0.1 0.0 0.216
H 1.5978 1.6727 -1.0347 0.0 0.0 0.1 0.198
H 2.9171 1.7802 0.1575 0.0 -0.1 0.0 0.209

=====

No. 7
11
Properties=species:S:1:pos:R:3:forces:R:3:nbo_charge:R:1 method="wB97M-V/def2-TZVPD" e_homo_ev=-8.889 smiles="C=CN.O" e_above_lowest_kj_mol=190.4 energy_ha=-210.326244
C 0.0446 0.9333 -0.0604 1.0 2.6 2.4 -0.513
C -0.4698 -0.0772 -0.6424 -3.6 -2.1 -4.7 0.011
N -1.2588 0.1813 -1.8667 2.2 -0.9 0.6 -0.853
H 0.0156 0.9221 1.0508 1.4 0.3 -0.9 0.217
H 0.2102 1.7788 -0.7482 -0.5 0.2 1.2 0.226
H -0.4612 -1.1348 -0.4810 -0.1 -0.4 1.3 0.178
H -2.0910 0.7168 -1.7550 -0.2 0.5 0.4 0.376
H -1.4679 -0.6613 -2.3618 -0.1 -0.3 -0.3 0.358
O 2.1545 -0.9266 2.5432 -1.0 0.3 -1.3 -0.935
H 2.1122 -0.6252 1.5994 0.3 -0.3 1.2 0.472
H 1.2115 -1.1072 2.7221 0.7 0.0 0.1 0.463

=====

No. 8
11
Properties=species:S:1:pos:R:3:forces:R:3:nbo_charge:R:1 method="wB97M-V/def2-TZVPD" e_homo_ev=-10.269 smiles="NC=O.C" e_above_lowest_kj_mol=11.7 energy_ha=-210.394300
N 0.3717 1.2858 0.5929 0.3 -0.2 -0.5 -0.841
C -0.2011 0.1890 1.2252 1.0 2.0 -0.7 0.530
O -1.3812 0.0045 1.1356 -0.5 -0.9 0.3 -0.581
H 1.3741 1.4264 0.4526 -0.6 -0.5 0.4 0.389
H -0.2060 1.6863 -0.1397 0.1 0.0 0.3 0.393
H 0.5432 -0.3446 1.8293 -0.3 -0.4 0.2 0.111
C 0.8080 -1.3136 -2.2784 -0.8 -0.1 0.8 -0.855
H 1.7029 -0.7800 -1.9726 0.3 -0.2 -0.5 0.209
H 0.6634 -2.1896 -1.6439 0.2 0.0 0.0 0.215
H 0.7318 -1.6472 -3.3056 0.4 0.3 -0.2 0.218
H -0.0292 -0.6526 -2.0476 -0.1 0.0 -0.2 0.213

=====

No. 9
11
Properties=species:S:1:pos:R:3:forces:R:3:nbo_charge:R:1 method="wB97M-V/def2-TZVPD" e_homo_ev=-8.680 e_above_lowest_kj_mol=380.3 energy_ha=-210.253889
C -0.9364 -0.1629 -0.7016 1.1 -0.3 -1.7 -0.451
C -0.4218 0.1285 1.2607 0.5 -1.3 0.1 0.194
N -0.0931 -0.8033 0.4093 -2.4 0.7 1.2 -0.617
H -0.6988 -0.7119 -1.6215 0.1 0.0 0.3 0.240
H -0.6605 0.8825 -0.9239 -0.4 -0.1 0.2 0.209
H -1.9997 -0.3312 -0.5246 0.1 0.4 0.1 0.193
H 0.0072 1.1407 1.2098 -0.5 0.3 -0.4 0.151
H -1.1540 -0.0671 2.0569 0.6 -0.1 0.7 0.154
H 1.2597 -0.2341 -0.1316 0.9 1.2 -1.1 0.460
H 2.7298 -0.2001 -0.4302 0.5 0.3 -0.3 0.457
O 1.9675 0.3589 -0.6035 -0.5 -1.1 0.8 -0.991

=====

No. 10
11
Properties=species:S:1:pos:R:3:forces:R:3:nbo_charge:R:1 method="wB97M-V/def2-TZVPD" e_homo_ev=-7.191 e_above_lowest_kj_mol=533.5 energy_ha=-210.195550
O 0.6898 1.6181 -1.8713 0.4 -1.3 0.3 -1.292
H 1.6678 1.4981 -2.0516 -1.9 0.0 0.4 0.429
C -0.0725 -0.8535 0.4334 0.8 1.0 1.6 0.004
C 0.6134 -0.3945 1.5725 -1.7 -0.4 -1.1 -0.417
N -1.0015 -0.0433 -0.3703 -1.8 -1.6 1.0 -0.763
H -0.0789 -1.8514 0.0009 1.7 0.4 -0.6 0.201
H 1.7206 -0.3680 1.5394 -0.7 -1.5 0.8 0.245
H 0.0474 -0.0605 2.5158 1.0 1.1 -2.1 0.224
H -1.3535 0.7901 0.1032 0.2 0.1 -0.1 0.436
H -0.4186 0.3287 -1.2367 1.2 1.2 -0.2 0.524
H -1.8141 -0.6636 -0.6354 0.9 1.1 -0.1 0.409

=====

No. 11
11
Properties=species:S:1:pos:R:3:forces:R:3:nbo_charge:R:1 method="wB97M-V/def2-TZVPD" e_homo_ev=-9.744 smiles="C=NC.O" e_above_lowest_kj_mol=115.7 energy_ha=-210.354684
C -0.6757 1.0455 0.5172 0.6 -0.7 -0.3 -0.056
N 0.1771 0.1343 0.3398 0.5 0.2 -0.5 -0.430
C 0.2715 -1.0975 1.0654 -0.8 -0.1 0.5 -0.446
H -0.5313 1.8708 -0.1707 -0.6 0.4 0.2 0.187
H -1.4937 0.9991 1.2367 0.0 0.2 0.2 0.149
H -0.1749 -1.0333 2.0675 0.1 -0.1 0.0 0.177
H 1.3089 -1.4162 1.1218 0.0 0.1 0.1 0.211
H -0.2741 -1.8697 0.5154 0.1 0.0 0.0 0.211
O 0.3294 0.4935 -2.5920 -0.6 -0.2 -0.5 -0.952
H 1.1149 0.8953 -2.2327 0.3 0.0 0.4 0.469
H -0.0522 -0.0218 -1.8686 0.4 0.3 0.0 0.479

=====

No. 12
11
Properties=species:S:1:pos:R:3:forces:R:3:nbo_charge:R:1 method="wB97M-V/def2-TZVPD" e_homo_ev=-8.239 smiles="C=CN.O" e_above_lowest_kj_mol=103.6 energy_ha=-210.359289
C -1.4454 1.0040 0.3591 0.7 -1.9 -1.8 -0.573
C -0.6025 0.2895 -0.4716 -2.8 -0.2 0.9 0.008
N 0.6400 0.6125 -0.9187 0.7 -0.5 -0.6 -0.836
H -1.1839 2.0394 0.5144 -0.2 0.1 0.6 0.197
H -2.4281 0.5382 0.6372 1.2 0.9 -0.3 0.219
H -0.9605 -0.6998 -0.9219 0.6 1.4 1.0 0.197
H 1.2092 1.4149 -0.7099 -0.5 0.1 0.2 0.399
H 1.0273 -0.0371 -1.5773 0.2 0.2 -0.1 0.393
O 1.5295 -1.8734 0.8575 0.5 -1.1 0.2 -0.959
H 1.0336 -2.2731 1.5873 0.0 0.6 -0.4 0.475
H 1.1809 -1.0153 0.6439 -0.5 0.5 0.2 0.481